[1]
Molecular formula: C57H114N11O17
Method: DFT, ωB97M-V/def2-TZVPD

CARTESIAN COORDINATES (ANGSTROEM)
1 C 1.749 -1.477 -2.955
2 C 0.955 -1.968 -1.664
3 N 0.036 -0.884 -1.194
4 C -0.040 -0.281 0.081
5 C -0.970 0.665 0.015
6 N -1.441 0.633 -1.295
7 C -0.834 -0.298 -1.989
8 C -2.367 1.592 -1.900
9 H 1.084 -0.755 -3.422
10 H 1.881 -2.267 -3.711
11 H 2.688 -1.082 -2.707
12 H 1.506 -2.360 -0.853
13 H 0.278 -2.695 -2.006
14 H 0.522 -0.734 0.879
15 H -1.274 1.265 0.810
16 H -1.006 -0.341 -3.021
17 H -2.470 2.338 -1.074
18 H -3.303 1.146 -2.216
19 H -1.922 2.023 -2.791
20 C -8.090 4.537 -1.500
21 C -7.019 3.523 -1.785
22 N -5.901 3.685 -0.861
23 C -4.835 4.629 -1.082
24 C -3.944 4.434 -0.036
25 N -4.509 3.525 0.834
26 C -5.691 3.163 0.339
27 C -3.862 2.855 1.965
28 H -8.603 4.864 -2.440
29 H -7.648 5.456 -1.047
30 H -8.833 4.133 -0.802
31 H -6.558 3.637 -2.814
32 H -7.354 2.518 -1.706
33 H -4.884 5.330 -1.919
34 H -2.909 4.727 0.121
35 H -6.366 2.485 0.756
36 H -4.064 1.818 1.858
37 H -4.270 3.192 2.881
38 H -2.863 3.143 1.936
39 C 3.237 8.023 0.656
40 C 3.652 7.340 -0.678
41 N 2.609 6.640 -1.431
42 C 2.153 6.897 -2.718
43 C 1.102 6.014 -3.033
44 N 0.965 5.242 -1.837
45 C 1.870 5.638 -0.958
46 C 0.212 3.970 -1.682
47 H 2.928 7.355 1.471
48 H 2.423 8.760 0.504
49 H 4.144 8.541 1.041
50 H 4.474 6.576 -0.446
51 H 4.002 8.144 -1.352
52 H 2.577 7.619 -3.411
53 H 0.664 5.734 -3.962
54 H 1.761 5.256 0.046
55 H -0.669 3.986 -2.358
56 H -0.100 3.663 -0.693
57 H 0.790 3.197 -2.231
58 C 5.907 -1.121 2.189
59 C 4.595 -0.421 2.244
60 C 4.774 1.021 2.079
61 N 3.467 1.829 1.947
62 C 2.661 1.393 0.712
63 C 2.529 1.765 3.086
64 C 2.804 3.030 3.932
65 C 4.033 3.676 3.332
66 C 3.921 3.270 1.913
67 H 6.559 -0.739 3.021
68 H 6.459 -0.847 1.295
69 H 5.793 -2.207 2.357
70 H 4.149 -0.661 3.175
71 H 4.012 -0.854 1.437
72 H 5.279 1.269 1.177
73 H 5.399 1.361 2.913
74 H 3.314 1.335 -0.193
75 H 1.900 2.112 0.639
76 H 2.235 0.441 0.879
77 H 1.500 1.728 2.689
78 H 2.682 0.828 3.604
79 H 1.931 3.653 3.685
80 H 2.628 2.812 4.992
81 H 3.962 4.754 3.355
82 H 5.009 3.359 3.774
83 H 3.270 3.858 1.293
84 H 4.864 3.274 1.419
85 C -1.979 -0.466 4.167
86 C -2.951 -1.604 4.509
87 C -3.413 -2.430 3.272
88 N -4.888 -2.844 3.193
89 C -5.228 -3.771 4.328
90 C -5.196 -3.567 1.877
91 C -6.641 -3.466 1.838
92 C -6.964 -2.044 2.155
93 C -5.832 -1.654 3.109
94 H -1.747 0.112 5.073
95 H -2.420 0.152 3.336
96 H -1.131 -1.004 3.778
97 H -3.920 -1.211 4.961
98 H -2.498 -2.257 5.253
99 H -2.831 -3.422 3.268
100 H -3.256 -1.940 2.279
101 H -5.119 -3.269 5.291
102 H -4.419 -4.592 4.337
103 H -6.260 -4.033 4.235
104 H -4.693 -4.524 1.914
105 H -4.761 -2.950 1.092
106 H -7.009 -4.283 2.480
107 H -6.993 -3.751 0.886
108 H -7.959 -1.870 2.656
109 H -6.837 -1.412 1.298
110 H -6.056 -1.316 4.140
111 H -5.180 -0.963 2.580
112 C 0.184 2.424 -5.203
113 C 0.191 0.975 -5.356
114 O -0.758 0.259 -5.139
115 N 1.423 0.529 -5.828
116 H 2.676 4.489 -4.514
117 H 2.049 1.242 -6.250
118 C 1.527 -0.861 -6.379
119 H 1.056 2.597 -4.549
120 H -0.721 2.801 -4.723
121 H 0.399 2.946 -6.203
122 H 2.516 -1.300 -6.178
123 H 1.232 -0.821 -7.431
124 H 0.705 -1.395 -5.862
125 C 8.750 -3.628 2.716
126 C 9.329 -4.898 2.630
127 O 9.939 -5.894 2.539
128 N 6.427 -6.037 1.984
129 H 5.548 -6.030 1.516
130 H 7.228 -5.651 1.374
131 C 6.792 -7.352 2.458
132 H 7.781 -3.537 3.197
133 H 9.359 -2.814 2.374
134 H 3.102 -6.876 -5.143
135 H 7.839 -7.447 2.657
136 H 6.604 -8.084 1.699
137 H 6.228 -7.605 3.323
138 C 0.144 -6.608 2.279
139 C -0.962 -6.271 1.269
140 O -1.753 -7.116 0.812
141 N -1.047 -4.917 0.949
142 H -3.425 -7.735 0.713
143 H -0.400 -4.277 1.381
144 C -1.800 -4.601 -0.296
145 H 0.712 -7.294 1.700
146 H -0.266 -7.149 3.088
147 H 0.713 -5.713 2.551
148 H -2.033 -3.466 -0.380
149 H -2.804 -5.054 -0.208
150 H -1.289 -4.843 -1.218
151 C -5.230 -1.272 -1.335
152 C -4.550 -0.655 -0.103
153 O -3.606 -1.269 0.445
154 O -5.096 0.430 0.272
155 H -5.182 -2.381 -1.403
156 H -5.065 -0.815 -2.345
157 H -6.292 -1.127 -1.266
158 C 0.947 -2.975 3.962
159 C 1.221 -2.358 2.654
160 O 1.109 -3.092 1.622
161 O 1.412 -1.122 2.603
162 H 1.436 -3.897 4.170
163 H -0.067 -3.187 4.072
164 H 1.311 -2.260 4.718
165 C 5.051 4.375 -3.400
166 C 3.896 3.969 -2.545
167 O 3.887 3.935 -1.339
168 O 2.855 3.627 -3.268
169 H 4.805 5.369 -3.778
170 H 5.167 3.921 -4.386
171 H 6.035 4.394 -2.932
172 C 3.308 -5.762 -2.070
173 C 2.928 -6.710 -3.267
174 O 3.296 -6.255 -4.409
175 O 2.440 -7.800 -3.115
176 H 3.371 -4.728 -2.322
177 H 4.280 -6.051 -1.657
178 H 2.729 -5.889 -1.114
179 C 3.031 5.300 -7.697
180 C 2.845 4.376 -6.513
181 O 2.655 5.055 -5.378
182 O 2.723 3.155 -6.504
183 H 3.961 4.945 -8.234
184 H 3.062 6.331 -7.345
185 H 2.187 5.221 -8.392
186 C -0.787 5.188 3.068
187 C -0.191 4.409 1.831
188 O 0.994 4.638 1.595
189 O -0.952 3.625 1.195
190 H -1.712 5.631 2.781
191 H 0.011 5.824 3.481
192 H -1.002 4.471 3.849
193 C -6.477 -7.450 -0.323
194 C -5.328 -7.277 0.655
195 O -4.253 -8.028 0.310
196 O -5.298 -6.499 1.589
197 H -7.391 -6.970 0.059
198 H -6.715 -8.531 -0.395
199 H -6.072 -7.120 -1.311

The net charge is +1. As for the spin multiplicity: 1. The value obtained for the total energy is -4121.44740 Eh.

[2]
Molecular formula: C3H7NO2
Method: DFT, ωB97M-V/def2-TZVPD

CARTESIAN COORDINATES (ANGSTROEM)
1 N 1.949 -0.154 -0.029
2 C 0.796 -0.064 0.792
3 C -0.662 0.502 0.145
4 O -1.714 0.517 1.017
5 C -1.026 -0.287 -1.053
6 O -2.125 -0.865 -1.023
7 H 2.294 0.741 -0.355
8 H 1.865 -0.813 -0.783
9 H 0.518 -1.060 1.136
10 H 0.997 0.564 1.661
11 H -0.175 1.465 -0.123
12 H -2.416 -0.202 0.486
13 H -0.300 -0.343 -1.872

The net charge is 0. As for the SMILES: NC[C@H](O)C=O. As for the spin multiplicity: 1. As for the relative energy (zero: lowest compared OMol25 entry of this formula, charge and spin): 243.83 kJ/mol.

[3]
Molecular formula: C34H31BeGe2N4O5S
Method: DFT, ωB97M-V/def2-TZVPD

CARTESIAN COORDINATES (ANGSTROEM)
1 Be 0.857 0.078 0.468
2 O -2.055 0.384 2.473
3 C -0.970 0.410 1.939
4 O -0.652 -0.081 0.795
5 C 0.222 1.063 2.602
6 C 0.195 1.632 3.880
7 C 1.355 2.149 4.399
8 C 2.536 2.112 3.623
9 C 3.784 2.600 4.066
10 C 4.893 2.534 3.266
11 C 4.800 2.011 1.967
12 C 3.603 1.548 1.494
13 C 2.460 1.555 2.316
14 N 1.303 1.031 1.850
15 H -0.740 1.626 4.415
16 H 1.369 2.583 5.389
17 H 3.853 3.030 5.053
18 H 5.843 2.897 3.626
19 H 5.673 1.979 1.331
20 H 3.508 1.168 0.489
21 O 5.700 -8.348 3.872
22 S 5.403 -6.945 3.760
23 O 4.501 -6.399 4.744
24 O 6.495 -6.081 3.340
25 C 4.453 -6.774 2.165
26 N 4.572 -7.711 1.259
27 C 4.062 -7.457 0.064
28 C 3.477 -6.235 -0.232
29 C 3.402 -5.317 0.814
30 N 3.886 -5.608 2.023
31 C 2.817 -3.984 0.678
32 C 1.677 -3.730 -0.083
33 C 1.157 -2.455 -0.101
34 N 1.703 -1.439 0.568
35 C 2.805 -1.676 1.284
36 C 3.389 -2.919 1.372
37 H 4.140 -8.248 -0.669
38 H 3.130 -5.992 -1.223
39 H 1.197 -4.520 -0.639
40 H 0.263 -2.213 -0.655
41 H 3.220 -0.840 1.826
42 H 4.264 -3.089 1.980
43 C -0.599 3.828 -2.245
44 Ge 1.265 3.404 -1.677
45 C 1.494 4.175 0.149
46 C 2.450 4.521 -2.847
47 Ge 1.417 0.865 -1.639
48 C 0.673 0.353 -3.426
49 C 0.861 1.251 -4.472
50 C 0.510 0.936 -5.771
51 C -0.021 -0.311 -6.055
52 C -0.228 -1.214 -5.026
53 C 0.105 -0.880 -3.723
54 C 3.295 0.248 -1.951
55 C 3.522 -1.107 -2.181
56 C 4.801 -1.604 -2.351
57 C 5.885 -0.741 -2.317
58 C 5.678 0.613 -2.110
59 C 4.396 1.096 -1.908
60 H -0.770 4.900 -2.189
61 H -1.322 3.323 -1.610
62 H -0.775 3.515 -3.270
63 H 1.137 5.202 0.131
64 H 2.535 4.182 0.461
65 H 0.915 3.630 0.889
66 H 2.312 5.558 -2.550
67 H 2.168 4.429 -3.890
68 H 3.502 4.275 -2.748
69 H 1.302 2.216 -4.260
70 H 0.651 1.657 -6.563
71 H -0.276 -0.572 -7.072
72 H -0.657 -2.185 -5.240
73 H -0.088 -1.595 -2.931
74 H 2.673 -1.777 -2.249
75 H 4.968 -2.659 -2.518
76 H 6.887 -1.125 -2.448
77 H 6.525 1.284 -2.106
78 H 4.239 2.152 -1.715

The net charge is 0. As for the spin multiplicity: 2. The expectation value of S² is 0.755. The value obtained for the total energy is -6476.28925 Eh.

[4]
Molecular formula: C20H20N4O4S2
Method: DFT, ωB97M-V/def2-TZVPD

CARTESIAN COORDINATES (ANGSTROEM)
1 C 1.230 -0.984 1.254
2 C 1.461 -0.145 2.244
3 C 1.250 1.341 2.231
4 N 0.894 1.879 0.933
5 C 1.811 2.521 0.166
6 O 2.962 2.712 0.487
7 C 1.240 2.930 -1.181
8 C 2.006 2.199 -2.296
9 C 2.091 0.715 -1.939
10 O 1.163 -0.041 -2.129
11 N 3.265 0.375 -1.352
12 C 3.632 -0.878 -0.836
13 C 4.629 -0.914 0.134
14 C 5.035 -2.122 0.666
15 C 4.456 -3.303 0.234
16 C 3.470 -3.268 -0.738
17 C 3.055 -2.064 -1.278
18 S -0.521 2.486 -1.158
19 C -0.377 1.714 0.435
20 N -1.276 1.155 1.112
21 C -2.534 0.814 0.667
22 C -2.724 0.146 -0.547
23 C -3.993 -0.256 -0.915
24 C -5.062 0.010 -0.081
25 S -6.692 -0.557 -0.541
26 N -6.754 -2.120 0.057
27 O -7.675 0.191 0.180
28 O -6.777 -0.665 -1.964
29 C -4.890 0.665 1.123
30 C -3.624 1.063 1.505
31 H 1.417 -2.038 1.363
32 H 0.853 -0.676 0.294
33 H 1.836 -0.505 3.193
34 H 0.450 1.596 2.933
35 H 2.173 1.846 2.533
36 H 1.323 4.011 -1.319
37 H 1.460 2.306 -3.234
38 H 2.998 2.639 -2.397
39 H 3.884 1.130 -1.081
40 H 5.075 0.011 0.473
41 H 5.807 -2.140 1.422
42 H 4.775 -4.247 0.650
43 H 3.019 -4.186 -1.083
44 H 2.285 -2.040 -2.030
45 H -1.875 -0.067 -1.179
46 H -4.175 -0.760 -1.852
47 H -6.721 -2.171 1.060
48 H -6.114 -2.750 -0.394
49 H -5.756 0.863 1.735
50 H -3.461 1.579 2.438

The net charge is 0. As for the SMILES: C=CCN1C(=O)[C@@H](CC(=O)Nc2ccccc2)S/C1=N\c1ccc(S(N)(=O)=O)cc1. As for the spin multiplicity: 1. As for the relative energy (zero: lowest compared OMol25 entry of this formula, charge and spin): 68.74 kJ/mol.

[5]
Molecular formula: C19H38O2
Method: DFT, ωB97M-V/def2-TZVPD

CARTESIAN COORDINATES (ANGSTROEM)
1 C 5.537 3.118 1.072
2 C 4.559 2.476 0.094
3 C 4.992 1.085 -0.371
4 C 4.952 0.040 0.742
5 C 5.326 -1.363 0.263
6 C 4.345 -2.018 -0.713
7 C 2.950 -2.282 -0.129
8 C 1.919 -1.221 -0.516
9 C 0.539 -1.469 0.099
10 C -0.207 -2.631 -0.556
11 C -1.567 -2.916 0.082
12 C -2.551 -1.757 -0.065
13 C -3.962 -2.135 0.372
14 C -4.976 -1.011 0.159
15 C -4.801 0.163 1.127
16 C -3.581 1.018 0.866
17 O -2.823 1.393 1.724
18 O -3.470 1.343 -0.422
19 C -2.354 2.161 -0.811
20 C -1.906 1.699 -2.190
21 C -2.774 3.626 -0.799
22 H 6.536 3.154 0.642
23 H 5.582 2.560 2.003
24 H 5.227 4.135 1.303
25 H 4.467 3.122 -0.783
26 H 3.573 2.411 0.559
27 H 4.329 0.774 -1.180
28 H 6.005 1.139 -0.777
29 H 5.660 0.325 1.523
30 H 3.959 0.022 1.194
31 H 5.422 -2.013 1.137
32 H 6.308 -1.316 -0.217
33 H 4.787 -2.970 -1.019
34 H 4.254 -1.408 -1.613
35 H 2.598 -3.252 -0.484
36 H 3.016 -2.339 0.959
37 H 1.824 -1.193 -1.605
38 H 2.271 -0.241 -0.193
39 H -0.053 -0.559 -0.010
40 H 0.649 -1.665 1.168
41 H -0.348 -2.412 -1.618
42 H 0.401 -3.535 -0.484
43 H -1.431 -3.141 1.143
44 H -1.993 -3.805 -0.391
45 H -2.203 -0.918 0.536
46 H -2.578 -1.440 -1.111
47 H -3.953 -2.421 1.427
48 H -4.288 -3.007 -0.202
49 H -4.904 -0.642 -0.865
50 H -5.981 -1.416 0.302
51 H -4.743 -0.192 2.157
52 H -5.666 0.825 1.041
53 H -1.553 2.006 -0.075
54 H -1.614 0.652 -2.162
55 H -2.719 1.816 -2.902
56 H -1.056 2.291 -2.517
57 H -3.600 3.783 -1.490
58 H -1.938 4.253 -1.095
59 H -3.091 3.913 0.201

The net charge is 0. As for the SMILES: CCCCCCCCCCCCCCCC(=O)OC(C)C. As for the spin multiplicity: 1. As for the relative energy (zero: lowest compared OMol25 entry of this formula, charge and spin): 38.08 kJ/mol.

[6]
Molecular formula: H21O10
Method: DFT, ωB97M-V/def2-TZVPD

CARTESIAN COORDINATES (ANGSTROEM)
1 O -3.474 2.139 0.222
2 H -3.202 1.893 -0.665
3 H 4.333 0.335 -0.314
4 O 3.504 0.835 -0.330
5 H -1.528 -3.442 1.640
6 H -0.674 -2.141 3.694
7 O 0.088 -2.004 3.091
8 H -2.974 2.742 0.798
9 H 0.151 -2.853 2.618
10 O -0.648 2.339 1.113
11 H 0.112 2.867 1.420
12 H -0.315 2.502 0.204
13 O -0.141 3.039 -1.519
14 H -2.667 -0.995 -1.256
15 H -0.827 3.109 -2.184
16 O 2.070 -1.082 1.062
17 H 2.434 -0.935 1.956
18 H 0.271 3.913 -1.457
19 O -1.478 -3.021 0.780
20 H 2.445 -0.266 0.652
21 H -1.604 -3.701 0.116
22 O -0.481 -0.771 0.312
23 H -0.650 -1.093 1.283
24 H 0.525 -0.945 0.286
25 O 2.146 0.452 -3.443
26 H 3.932 1.692 -0.185
27 O -2.011 -1.669 -1.521
28 H -2.417 -2.205 -2.245
29 H -1.064 -1.352 -0.297
30 H 1.640 0.960 -2.784
31 H 2.505 -0.345 -3.047

The net charge is +1. As for the spin multiplicity: 1. As for the relative energy (zero: lowest compared OMol25 entry of this formula, charge and spin): 190.43 kJ/mol.

[7]
Molecular formula: C27H23Cl2InN3O2PS
Method: DFT, ωB97M-V/def2-TZVPD

CARTESIAN COORDINATES (ANGSTROEM)
1 In -0.886 0.464 1.993
2 N -0.153 4.820 0.342
3 C 1.209 5.213 0.414
4 C 1.536 6.551 0.308
5 C 2.865 6.951 0.372
6 C 3.864 6.010 0.550
7 C 3.532 4.665 0.669
8 C 2.209 4.271 0.594
9 S 1.804 2.550 0.717
10 N 0.109 2.548 0.853
11 C -0.616 3.586 0.641
12 C -2.108 3.401 0.676
13 C -3.005 4.439 0.489
14 C -4.366 4.165 0.483
15 C -4.791 2.862 0.651
16 C -3.828 1.884 0.843
17 N -2.522 2.143 0.865
18 H -0.812 5.569 0.235
19 H 0.754 7.290 0.170
20 H 3.112 7.999 0.285
21 H 4.900 6.313 0.596
22 H 4.306 3.920 0.813
23 H -2.683 5.460 0.348
24 H -5.078 4.968 0.350
25 H -5.840 2.604 0.641
26 H -4.110 0.848 0.982
27 O 2.341 -0.440 1.855
28 C 2.173 -1.265 1.036
29 O 0.915 -1.684 0.568
30 C 3.077 -2.196 0.239
31 P 1.525 -2.907 -0.394
32 C 0.981 -4.420 0.302
33 C 0.675 -5.508 -0.522
34 C 0.252 -6.692 0.057
35 C 0.152 -6.790 1.438
36 C 0.475 -5.711 2.256
37 C 0.890 -4.518 1.696
38 C 1.055 -2.569 -2.047
39 C -0.219 -2.969 -2.470
40 C -0.688 -2.528 -3.695
41 C 0.113 -1.722 -4.497
42 C 1.394 -1.366 -4.093
43 C 1.871 -1.777 -2.862
44 H 3.693 -2.856 0.847
45 H 3.713 -1.684 -0.481
46 H 0.783 -5.436 -1.597
47 H 0.012 -7.541 -0.568
48 H -0.170 -7.721 1.886
49 H 0.413 -5.807 3.332
50 H 1.130 -3.677 2.334
51 H -0.840 -3.602 -1.848
52 H -1.678 -2.810 -4.026
53 H -0.264 -1.370 -5.448
54 H 2.021 -0.767 -4.740
55 H 2.868 -1.494 -2.553
56 Cl -2.195 -2.430 0.701
57 C -3.740 -2.425 1.596
58 Cl -3.720 -1.221 2.887
59 H -3.882 -3.405 2.033
60 H -4.531 -2.184 0.898

The net charge is +2. As for the spin multiplicity: 1. The value obtained for the total energy is -3207.02384 Eh.